Entry 1:
ORCA calculation (ωB97M-V with the def2-TZVPD basis set) on a structure of composition C43H46AsClCsF6N4 in a non-equilibrium geometry.

Summary:
* total charge: -2
* maximum force: 0.035 hartree/bohr
* HOMO (alpha / beta): -1.3 / -1.3 eV
* multiplicity: 2
* frontier orbital gap (alpha / beta): 4.525 / 4.518 eV

Last column: Löwdin spin population.
Positions of all 102 atoms, in Å:
Cs 0.52717 -1.02835 0.06642  0.016
N 1.29401 1.02647 2.69855  0.000
C 1.05735 0.95921 4.05538  0.000
C 1.55584 1.95515 4.89956  0.000
C 1.32502 1.91999 6.26528  0.000
C 0.59078 0.88058 6.81551  0.000
C 0.08095 -0.10190 5.97175  0.000
C 0.27894 -0.08712 4.59640  0.000
C -0.35565 -1.14468 3.74128  0.001
C -0.10663 -2.48147 4.08079  0.000
C -0.74058 -3.51136 3.40074  0.000
C -1.64351 -3.18704 2.39306  0.000
C -1.85758 -1.84805 2.06681  0.001
C -1.21570 -0.75379 2.68688  0.002
H 2.06397 1.59497 2.38772  0.000
H 1.22507 0.14204 2.22908  0.000
H 2.13693 2.76188 4.46478  0.000
H 1.72473 2.70613 6.89653  0.000
H 0.40475 0.83779 7.88240  0.000
H -0.51685 -0.90690 6.38553  0.000
H 0.61719 -2.71304 4.85723  0.000
H -0.51789 -4.54554 3.63929  0.000
H -2.16793 -3.97736 1.85779  0.000
H -2.55987 -1.63942 1.25348  0.000
N -1.08121 2.44045 1.06824  0.000
C -1.00899 3.79510 0.98505  0.000
C -1.51515 4.61218 2.01078  0.000
C -1.51179 5.99250 1.90465  0.000
C -0.99314 6.60366 0.77123  0.000
C -0.48448 5.80128 -0.24669  0.000
C -0.48488 4.41141 -0.18862  0.000
C 0.06101 3.60504 -1.32826  0.000
C -0.17010 4.08320 -2.62606  0.000
C 0.33437 3.41892 -3.73543  0.000
C 1.07935 2.26406 -3.53862  0.000
C 1.29620 1.80748 -2.23902  0.002
C 0.80372 2.42211 -1.07501  0.001
H -1.23659 1.97518 1.95464  0.000
H -0.41339 1.97138 0.45459  0.000
H -1.90584 4.13123 2.90089  0.000
H -1.90447 6.59169 2.71945  0.000
H -0.96541 7.68386 0.68490  0.000
H -0.04860 6.27633 -1.11935  0.000
H -0.76533 4.98312 -2.77282  0.000
H 0.15346 3.80108 -4.73584  0.000
H 1.48793 1.72539 -4.39133  0.000
H 1.93092 0.92342 -2.12552  0.002
C -3.87000 5.14689 -4.40797  0.000
C -3.98342 3.65392 -4.71456  0.000
C -3.00167 3.31551 -5.84288  0.000
C -5.41717 3.35464 -5.17810  0.000
C -3.67782 2.79830 -3.48950  0.000
C -3.48349 3.32523 -2.22201  0.000
C -3.22172 2.46940 -1.15737  0.000
N -3.15090 1.15375 -1.27580  0.000
C -3.32474 0.63723 -2.49066  0.000
C -3.58852 1.41297 -3.61078  0.000
C -3.21712 -0.84468 -2.57761  0.000
C -4.02066 -1.57980 -3.44155  0.001
C -3.92260 -2.96831 -3.48503  0.000
C -3.01396 -3.55376 -2.61323  0.001
C -2.26129 -2.74196 -1.77447  0.002
N -2.33699 -1.42164 -1.76075  0.001
C -4.79845 -3.76839 -4.44392  0.000
C -4.51948 -5.26905 -4.36126  0.000
C -6.27387 -3.52607 -4.09820  0.000
C -4.52706 -3.30313 -5.88131  0.000
H -4.06323 5.72100 -5.31748  0.000
H -2.87027 5.39956 -4.04938  0.000
H -4.59525 5.45716 -3.65356  0.000
H -3.19026 3.95944 -6.70644  0.000
H -3.10450 2.27912 -6.16764  0.000
H -1.97380 3.46096 -5.50866  0.000
H -5.66344 3.95028 -6.06176  0.000
H -6.13380 3.59303 -4.38922  0.000
H -5.53504 2.30012 -5.43315  0.000
H -3.49634 4.38954 -2.03659  0.000
H -3.03616 2.86389 -0.16657  0.000
H -3.68869 0.93063 -4.57641  0.000
H -4.73697 -1.05233 -4.05980  0.000
H -2.87508 -4.62446 -2.56477  0.000
H -1.54424 -3.18197 -1.08907  0.001
H -4.72424 -5.65964 -3.36319  0.000
H -3.48196 -5.49539 -4.61347  0.000
H -5.16229 -5.79808 -5.06812  0.000
H -6.48490 -3.84249 -3.07522  0.000
H -6.91739 -4.09242 -4.77649  0.000
H -6.53414 -2.47064 -4.18316  0.000
H -3.47970 -3.46181 -6.14446  0.000
H -4.74762 -2.24247 -6.00462  0.000
H -5.14987 -3.86416 -6.58279  0.000
F 1.90953 -2.71942 1.36088  0.000
As 3.58635 -2.68204 1.89639  0.000
F 3.35149 -4.16403 2.75927  0.000
F 3.13200 -1.76160 3.27826  0.000
F 5.25503 -2.63081 2.36480  0.000
F 3.78085 -1.20801 0.97301  0.000
F 4.01142 -3.59106 0.46507  0.000
Cl 0.99267 -3.27137 -2.97592  0.180
C 2.23758 -2.18479 -2.56767  0.721
H 2.46073 -1.41713 -3.28896  0.037
H 2.90447 -2.47808 -1.76820  0.035

=====

Entry 2:
ORCA calculation (ωB97M-V with the def2-TZVPD basis set) on a structure of composition C43H46AsGeNNaOPS.

Summary:
* maximum force: 0.015 hartree/bohr
* HOMO: -6.0 eV
* frontier orbital gap: 6.308 eV

Last column: Mulliken charge in e.
Positions of all 96 atoms, in Å:
Na -0.92198 2.74876 -1.36286  0.810
O 1.15147 2.38960 -1.14923  -0.379
S 1.79462 2.98592 0.07267  0.089
C 3.56399 2.88265 -0.21711  0.630
C 4.02398 2.59883 -1.49020  -0.247
C 5.39395 2.54542 -1.71058  -0.702
C 6.27869 2.77111 -0.66296  -0.453
C 5.79848 3.03796 0.61397  -0.691
C 4.43082 3.08628 0.84457  -0.423
C 1.65728 4.77088 -0.11256  0.712
C 1.50431 5.31580 -1.37613  -0.334
C 1.41069 6.69267 -1.50675  -0.748
C 1.47159 7.50620 -0.38146  -0.443
C 1.61703 6.94508 0.87940  -0.671
C 1.70413 5.56672 1.01973  -0.277
H 3.31213 2.40477 -2.28662  0.344
H 5.77135 2.32712 -2.70205  0.428
H 7.34668 2.72870 -0.83820  0.397
H 6.49002 3.19938 1.43206  0.410
H 4.04232 3.27690 1.84106  0.400
H 1.44716 4.66635 -2.24233  0.331
H 1.28396 7.12939 -2.48872  0.396
H 1.39119 8.58055 -0.48666  0.396
H 1.64689 7.57841 1.75725  0.400
H 1.79379 5.11803 2.00440  0.436
N -2.05703 4.34273 -0.42310  -0.464
C -2.94495 3.61563 -1.05710  -0.494
H -2.47912 4.96505 0.28465  0.135
C -3.87516 0.73088 0.48205  -0.671
Ge -4.62994 2.49763 0.88099  0.493
C -3.70231 3.11706 2.49026  -1.164
C -6.53993 2.33077 1.29258  -1.180
C -4.38092 3.73526 -0.61850  -0.830
H -4.16381 0.00619 1.25018  0.406
H -2.78503 0.81607 0.46785  -0.311
H -4.19739 0.36172 -0.49510  0.403
H -3.89968 2.42784 3.31540  0.394
H -4.02701 4.11706 2.78750  0.357
H -2.62540 3.14557 2.30772  0.271
H -6.68809 1.67927 2.15838  0.351
H -7.08921 1.91390 0.44602  0.354
H -6.95504 3.31402 1.52273  0.342
H -4.63247 4.75357 -0.27173  0.416
H -5.08688 3.44598 -1.40144  0.381
C -1.42493 -1.71643 -0.90484  -0.527
C -0.88478 -3.13620 -1.09066  -1.390
As 0.33146 -3.84583 0.29559  0.404
C -0.90376 -3.92797 1.80493  0.390
C -0.33358 -4.11667 3.06380  -0.735
C -1.12848 -4.22286 4.19717  -0.681
C -2.50999 -4.12331 4.08600  -0.420
C -3.08817 -3.92115 2.83938  -0.859
C -2.28911 -3.82803 1.70526  0.138
C 0.20153 -5.70241 -0.32279  0.171
C -0.60054 -6.67766 0.26439  -0.269
C -0.60550 -7.97778 -0.23135  -0.663
C 0.18563 -8.31527 -1.32082  -0.438
C 0.98872 -7.34874 -1.91439  -0.618
C 1.00096 -6.05529 -1.41088  -0.403
P -0.31935 -0.22216 -0.97487  -0.304
C 0.69645 -0.61893 -2.45497  0.797
C 1.70539 -1.58364 -2.51506  -0.073
C 2.37191 -1.83940 -3.70639  -0.872
C 2.03299 -1.14616 -4.86214  -0.623
C 1.01949 -0.19932 -4.82402  -0.621
C 0.36176 0.06189 -3.62744  -0.833
C 0.76357 -0.49803 0.47997  1.156
C 0.12442 -0.76746 1.69395  -0.696
C 0.84736 -0.90673 2.86859  -0.167
C 2.22811 -0.75574 2.85773  -1.098
C 2.87165 -0.44216 1.66846  -0.638
C 2.14473 -0.30413 0.49153  -0.623
H -1.97197 -1.62218 0.03631  0.028
H -2.16002 -1.52470 -1.69059  0.607
H -0.33024 -3.22092 -2.02527  0.662
H -1.72684 -3.82468 -1.17589  0.847
H 0.74578 -4.17716 3.15367  0.421
H -0.67205 -4.37784 5.16726  0.394
H -3.13405 -4.20011 4.96787  0.385
H -4.16423 -3.83815 2.74764  0.432
H -2.76276 -3.68022 0.74220  0.322
H -1.22640 -6.42727 1.11272  0.339
H -1.23380 -8.72785 0.23545  0.384
H 0.18115 -9.32888 -1.70442  0.367
H 1.60925 -7.60556 -2.76445  0.381
H 1.64248 -5.30854 -1.86888  0.393
H 1.96747 -2.14684 -1.62926  0.523
H 3.15488 -2.58881 -3.73522  0.444
H 2.55463 -1.34866 -5.79044  0.400
H 0.74232 0.33761 -5.72406  0.440
H -0.42910 0.80463 -3.60154  0.391
H -0.95546 -0.87881 1.72415  0.168
H 0.33039 -1.13556 3.79388  0.541
H 2.79705 -0.86941 3.77315  0.410
H 3.94683 -0.30250 1.65152  0.541
H 2.66159 -0.03965 -0.42192  0.673

=====

Entry 3:
ORCA calculation (ωB97M-V with the def2-TZVPD basis set) on a structure of composition C43H46AsGeNNaOPS.

Summary:
* maximum force: 0.003 hartree/bohr
* HOMO: -5.9 eV
* frontier orbital gap: 6.219 eV

Last column: Mulliken charge in e.
Positions of all 96 atoms, in Å:
Na 2.48304 0.20752 -1.08716  0.944
O 4.71647 -0.35062 -1.36181  -0.724
S 5.65322 -0.23612 -0.19701  0.354
C 7.28917 -0.50469 -0.88791  0.579
C 7.41790 -0.71980 -2.24747  -0.318
C 8.68385 -0.93905 -2.77590  -0.572
C 9.79463 -0.94629 -1.94601  -0.418
C 9.64775 -0.73882 -0.57932  -0.618
C 8.38965 -0.52136 -0.04277  -0.460
C 5.84283 1.50333 0.16606  0.499
C 5.74430 2.43582 -0.85397  -0.511
C 5.86461 3.77830 -0.54235  -0.526
C 6.08324 4.17292 0.77266  -0.469
C 6.16799 3.22969 1.78492  -0.612
C 6.03551 1.88020 1.48434  -0.203
H 6.53279 -0.71520 -2.87009  0.410
H 8.79967 -1.10592 -3.83891  0.380
H 10.77887 -1.11821 -2.36184  0.376
H 10.51489 -0.74915 0.06789  0.376
H 8.26655 -0.35734 1.02158  0.339
H 5.53934 2.10804 -1.86484  0.376
H 5.76877 4.52151 -1.32248  0.397
H 6.16596 5.22551 1.01037  0.387
H 6.31472 3.54277 2.81030  0.389
H 6.06236 1.13230 2.26827  0.421
N 1.78803 -0.46051 2.39446  0.098
C 2.46135 -0.73386 1.49164  -0.385
H 1.09135 -0.29423 3.09274  0.335
C -0.18827 2.31588 1.32221  -0.540
Ge 0.67588 3.29404 -0.17325  0.598
C -0.52869 3.16648 -1.73911  -1.109
C 0.55165 5.19444 0.39318  -1.335
C 2.38173 2.56479 -0.59399  -0.979
H -1.22498 2.63648 1.45867  0.306
H 0.35261 2.51514 2.25170  0.518
H -0.16849 1.23849 1.14845  -0.457
H -1.56787 3.38522 -1.48085  0.304
H -0.47245 2.16920 -2.18046  0.173
H -0.21348 3.88289 -2.50125  0.474
H -0.48051 5.49326 0.59420  0.357
H 0.95319 5.84796 -0.38407  0.351
H 1.13915 5.35434 1.30001  0.352
H 3.05562 2.63045 0.27157  0.053
H 2.82988 3.16047 -1.40038  0.242
C -2.33808 0.16640 -0.81138  -0.373
C -3.68517 -0.52654 -0.99610  -1.646
As -4.34765 -1.67421 0.47187  0.417
C -4.72280 -0.30594 1.81534  0.247
C -4.79078 -0.72779 3.14144  -0.787
C -5.02589 0.17954 4.16531  -0.651
C -5.17855 1.52811 3.87378  -0.457
C -5.10696 1.96061 2.55702  -0.802
C -4.88651 1.04735 1.53416  0.307
C -6.13423 -1.87035 -0.30264  0.220
C -7.27207 -1.23907 0.18748  -0.331
C -8.50572 -1.44538 -0.41816  -0.697
C -8.61303 -2.27895 -1.52105  -0.438
C -7.48200 -2.91489 -2.01567  -0.638
C -6.25343 -2.71724 -1.40393  -0.301
P -0.78099 -0.83472 -0.73912  0.570
C -1.18856 -2.19001 -1.90583  0.374
C -1.86589 -3.36292 -1.57236  -0.196
C -2.19533 -4.28822 -2.55198  -0.697
C -1.86244 -4.05178 -3.87957  -0.573
C -1.18779 -2.89015 -4.22341  -0.622
C -0.84607 -1.97206 -3.23987  -0.498
C -0.83795 -1.64192 0.90329  1.220
C -1.41114 -1.00927 2.00569  -0.672
C -1.29945 -1.55479 3.27816  -0.997
C -0.60301 -2.73897 3.47238  -0.675
C -0.01394 -3.37010 2.38483  -0.639
C -0.12392 -2.82201 1.11653  -0.687
H -2.33252 0.82323 0.06139  -0.026
H -2.17611 0.83756 -1.65868  0.374
H -3.65642 -1.18103 -1.86961  0.700
H -4.45233 0.22258 -1.20383  0.882
H -4.64742 -1.77732 3.37532  0.419
H -5.08251 -0.16445 5.19054  0.400
H -5.35171 2.24059 4.67012  0.381
H -5.22329 3.01145 2.32364  0.413
H -4.84335 1.40465 0.51256  0.318
H -7.20099 -0.57970 1.04384  0.361
H -9.38524 -0.94930 -0.02690  0.386
H -9.57446 -2.43577 -1.99303  0.361
H -7.55930 -3.56953 -2.87471  0.390
H -5.37678 -3.22934 -1.78922  0.378
H -2.14343 -3.55297 -0.54331  0.372
H -2.71940 -5.19544 -2.27754  0.452
H -2.12361 -4.77412 -4.64233  0.381
H -0.92024 -2.70119 -5.25504  0.423
H -0.31188 -1.06783 -3.51231  0.391
H -1.95376 -0.08027 1.88721  0.355
H -1.77456 -1.05539 4.11437  0.440
H -0.52011 -3.16830 4.46264  0.399
H 0.53896 -4.29015 2.52566  0.415
H 0.35605 -3.31902 0.28104  0.504

=====

Short version: ΔE to the lowest compared entry with this formula, charge and spin = 86.4, 0.0, 21.3 kcal/mol, in the order given.